# C22H11Cl60N2S

A 16-piece molecular cluster, C22H11Cl60N2S overall (ωB97M-V/def2-TZVPD, the OMol25 dataset).

Bonds (Å) are listed after each position.
CARTESIAN COORDINATES (ANGSTROEM)
1 C -1.79 2.21 -9.39  C2 1.541, H11 1.089, H12 1.089, H13 1.093
2 C -0.62 1.33 -9.89  C1 1.541, S3 1.827, H14 1.088, H15 1.089
3 S 1.06 2.03 -9.79  C2 1.827, C4 1.804
4 C 1.01 3.53 -8.79  S3 1.804, C5 1.502, H16 1.092, H17 1.093
5 C 0.97 3.30 -7.31  C4 1.502, C6 1.390, C10 1.398
6 C 1.94 2.58 -6.61  C5 1.390, C7 1.398, H18 1.082
7 C 1.81 2.46 -5.22  C6 1.398, N8 1.322, H19 1.085
8 N 0.84 2.96 -4.46  C7 1.322, N9 1.313
9 N -0.05 3.59 -5.19  N8 1.313, C10 1.318, H20 1.017
10 C -0.05 3.79 -6.49  C5 1.398, N9 1.318, H21 1.084
11 H -1.50 3.04 -8.75  C1 1.089
12 H -2.40 2.59 -10.20  C1 1.089
13 H -2.44 1.57 -8.78  C1 1.093
14 H -0.62 0.38 -9.35  C2 1.088
15 H -0.80 1.12 -10.94  C2 1.089
16 H 1.92 4.09 -9.02  C4 1.092
17 H 0.17 4.18 -9.05  C4 1.093
18 H 2.79 2.13 -7.11  C6 1.082
19 H 2.58 1.92 -4.68  C7 1.085
20 H -0.81 4.00 -4.65  N9 1.017
21 H -0.87 4.35 -6.94  C10 1.084
22 C -1.80 0.28 -3.77  Cl23 1.781, Cl24 1.766, Cl25 1.754, Cl26 1.768
23 Cl -2.50 1.90 -4.01  C22 1.781
24 Cl -0.39 0.39 -2.71  C22 1.766
25 Cl -3.00 -0.76 -3.04  C22 1.754
26 Cl -1.31 -0.38 -5.34  C22 1.768
27 C -2.07 -4.74 -5.80  Cl28 1.762, Cl29 1.771, Cl30 1.773, Cl31 1.765
28 Cl -1.49 -6.36 -6.21  C27 1.762
29 Cl -1.50 -4.32 -4.17  C27 1.771
30 Cl -1.44 -3.58 -6.97  C27 1.773
31 Cl -3.83 -4.71 -5.83  C27 1.765
32 C 1.68 7.50 -4.79  Cl33 1.760, Cl34 1.760, Cl35 1.768, Cl36 1.788
33 Cl 0.88 7.57 -3.23  C32 1.760
34 Cl 1.48 9.04 -5.63  C32 1.760
35 Cl 3.41 7.17 -4.58  C32 1.768
36 Cl 0.95 6.19 -5.76  C32 1.788
37 C -3.27 -3.20 0.48  Cl38 1.765, Cl39 1.769, Cl40 1.785, Cl41 1.759
38 Cl -5.02 -3.01 0.41  C37 1.765
39 Cl -2.62 -3.38 -1.15  C37 1.769
40 Cl -2.56 -1.73 1.21  C37 1.785
41 Cl -2.88 -4.63 1.43  C37 1.759
42 C -0.59 -3.06 5.28  Cl43 1.767, Cl44 1.771, Cl45 1.765, Cl46 1.764
43 Cl 0.45 -1.69 5.69  C42 1.767
44 Cl -1.37 -2.77 3.72  C42 1.771
45 Cl 0.38 -4.53 5.18  C42 1.765
46 Cl -1.82 -3.26 6.53  C42 1.764
47 C 2.71 7.38 0.32  Cl48 1.772, Cl49 1.770, Cl50 1.766, Cl51 1.767
48 Cl 0.94 7.55 0.23  C47 1.772
49 Cl 3.36 7.10 -1.31  C47 1.770
50 Cl 3.40 8.85 0.99  C47 1.766
51 Cl 3.10 6.00 1.35  C47 1.767
52 C -0.81 -8.40 5.33  Cl53 1.769, Cl54 1.769, Cl55 1.767, Cl56 1.767
53 Cl 0.92 -8.24 5.01  C52 1.769
54 Cl -1.07 -8.78 7.04  C52 1.769
55 Cl -1.62 -6.89 4.91  C52 1.767
56 Cl -1.47 -9.71 4.34  C52 1.767
57 C 3.47 -1.14 8.14  Cl58 1.770, Cl59 1.764, Cl60 1.767, Cl61 1.768
58 Cl 2.75 0.43 7.78  C57 1.770
59 Cl 4.89 -0.93 9.17  C57 1.764
60 Cl 2.29 -2.15 8.98  C57 1.767
61 Cl 3.95 -1.93 6.63  C57 1.768
62 C -4.68 -5.87 8.26  Cl63 1.768, Cl64 1.770, Cl65 1.766, Cl66 1.770
63 Cl -5.21 -6.79 9.68  C62 1.768
64 Cl -3.37 -6.74 7.46  C62 1.770
65 Cl -6.03 -5.68 7.14  C62 1.766
66 Cl -4.13 -4.27 8.78  C62 1.770
67 C 6.62 -1.54 12.64  Cl68 1.768, Cl69 1.769, Cl70 1.768, Cl71 1.766
68 Cl 7.93 -1.62 11.46  C67 1.768
69 Cl 5.81 0.02 12.51  C67 1.769
70 Cl 5.46 -2.84 12.31  C67 1.768
71 Cl 7.27 -1.74 14.26  C67 1.766
72 C -1.69 -10.05 -8.30  Cl73 1.764, Cl74 1.770, Cl75 1.768, Cl76 1.766
73 Cl -1.12 -11.66 -8.73  C72 1.764
74 Cl -1.13 -9.64 -6.67  C72 1.770
75 Cl -1.06 -8.87 -9.45  C72 1.768
76 Cl -3.46 -10.02 -8.33  C72 1.766
77 C -9.37 -7.43 5.45  Cl78 1.771, Cl79 1.765, Cl80 1.766, Cl81 1.767
78 Cl -8.39 -6.29 4.51  C77 1.771
79 Cl -8.35 -8.22 6.65  C77 1.765
80 Cl -10.66 -6.54 6.27  C77 1.766
81 Cl -10.07 -8.64 4.38  C77 1.767
82 C 4.95 9.66 4.79  Cl83 1.766, Cl84 1.767, Cl85 1.769, Cl86 1.768
83 Cl 6.68 9.83 4.49  C82 1.766
84 Cl 4.68 9.31 6.49  C82 1.767
85 Cl 4.13 11.17 4.36  C82 1.769
86 Cl 4.30 8.35 3.79  C82 1.768
87 C 7.88 6.82 1.60  Cl88 1.765, Cl89 1.769, Cl90 1.767, Cl91 1.770
88 Cl 8.23 6.67 3.33  C87 1.765
89 Cl 6.23 7.42 1.39  C87 1.769
90 Cl 9.01 7.96 0.87  C87 1.767
91 Cl 8.04 5.24 0.83  C87 1.770
92 C -3.65 2.36 2.91  Cl93 1.772, Cl94 1.771, Cl95 1.765, Cl96 1.765
93 Cl -3.31 0.82 2.10  C92 1.772
94 Cl -2.90 3.69 2.01  C92 1.771
95 Cl -5.40 2.60 2.98  C92 1.765
96 Cl -2.99 2.31 4.55  C92 1.765

The net charge is +1. The relative energy (zero: lowest compared OMol25 entry of this formula, charge and spin) is 18.82 kcal per mole. The HOMO energy is -11.875 eV. The value obtained for the maximum force is 1.41 eV Å⁻¹.